1.
C19H24ClN3O4S | the ωB97M-V functional and the def2-TZVPD basis

Last column: Mulliken charge in e.
Cartesian coordinates (Å):
1 C -7.084 4.230 -0.690  -0.651
2 O -6.300 3.049 -0.585  -0.300
3 C -6.875 2.025 0.054  0.334
4 O -7.986 2.060 0.534  -0.638
5 C -6.016 0.846 0.115  -0.104
6 C -4.743 0.588 -0.357  -0.411
7 C -4.444 -0.734 0.000  0.284
8 S -2.941 -1.609 -0.314  1.455
9 O -3.207 -3.015 -0.213  -0.747
10 O -2.345 -1.091 -1.511  -0.643
11 N -2.045 -1.187 1.036  -0.215
12 C -0.996 -0.204 0.874  -1.512
13 C 0.242 -0.715 0.126  1.057
14 C 0.903 -1.894 0.840  -0.825
15 C 2.156 -2.330 0.087  -1.030
16 N 3.096 -1.229 0.001  0.323
17 C 4.374 -1.633 -0.556  -1.133
18 C 5.423 -0.577 -0.337  0.443
19 C 6.342 -0.256 -1.326  -0.456
20 C 7.317 0.702 -1.106  -0.708
21 C 7.365 1.349 0.117  0.381
22 Cl 8.577 2.552 0.400  -0.221
23 C 6.453 1.048 1.116  -0.704
24 C 5.491 0.084 0.884  -0.084
25 C 2.515 -0.126 -0.743  -0.746
26 C 1.278 0.398 -0.022  -1.098
27 C -5.532 -1.243 0.676  -0.797
28 N -6.470 -0.284 0.739  0.049
29 H -6.477 4.948 -1.234  0.224
30 H -8.011 4.023 -1.229  0.300
31 H -7.334 4.610 0.303  0.297
32 H -4.113 1.257 -0.904  0.576
33 H -1.752 -2.017 1.526  0.360
34 H -0.716 0.156 1.870  0.502
35 H -1.439 0.622 0.315  0.298
36 H -0.085 -1.038 -0.867  0.213
37 H 0.219 -2.743 0.900  0.402
38 H 1.184 -1.595 1.852  0.254
39 H 2.638 -3.152 0.623  0.427
40 H 1.869 -2.696 -0.916  0.385
41 H 4.689 -2.546 -0.038  0.393
42 H 4.299 -1.871 -1.633  0.342
43 H 6.301 -0.759 -2.281  0.367
44 H 8.030 0.947 -1.876  0.408
45 H 6.502 1.561 2.064  0.411
46 H 4.768 -0.161 1.647  0.396
47 H 3.264 0.666 -0.821  0.466
48 H 2.237 -0.439 -1.767  0.315
49 H 1.572 0.755 0.967  0.276
50 H 0.858 1.235 -0.582  0.396
51 H -5.664 -2.224 1.086  0.480
52 H -7.386 -0.342 1.159  0.210

## Properties
charge	0
E	-2062.036326	Ha
HOMO level	-0.324	Ha
frontier orbital gap	9.4235	eV
SMILES string	COC(=O)c1cc(S(=O)(=O)NCC2CCN(Cc3ccc(Cl)cc3)CC2)c[nH]1
energy relative to the best compared isomer or geometry (same formula, charge and spin)	18.11	kJ/mol



2.
C19H24ClN5O3S | the ωB97M-V functional and the def2-TZVPD basis

Last column: Mulliken charge in e.
Cartesian coordinates (Å):
1 O -0.216 0.058 1.172  -0.703
2 C -0.424 -0.183 -0.004  0.284
3 C -0.439 -1.615 -0.523  0.571
4 C -1.779 -1.991 -1.171  -1.150
5 C -2.889 -1.988 -0.122  -0.105
6 C -2.548 -3.004 0.966  -0.997
7 N -1.262 -2.722 1.548  0.147
8 S -1.213 -2.175 3.099  1.359
9 O -2.140 -2.983 3.838  -0.729
10 O 0.157 -2.130 3.521  -0.758
11 C -1.814 -0.504 3.183  0.241
12 C -2.974 0.158 2.880  -0.302
13 N -2.834 1.477 3.162  -0.617
14 C -1.622 1.616 3.635  -0.519
15 N -0.968 0.440 3.680  0.051
16 C -0.156 -2.581 0.644  -1.948
17 N -0.700 0.819 -0.875  0.397
18 C -0.563 0.779 -2.315  -0.658
19 C 0.339 1.962 -2.749  -1.394
20 N 1.303 2.286 -1.732  0.134
21 C 2.526 1.645 -1.664  0.777
22 C 3.508 2.117 -0.783  -0.210
23 C 4.755 1.532 -0.716  -0.939
24 C 5.060 0.463 -1.543  0.383
25 Cl 6.626 -0.270 -1.468  -0.233
26 C 4.116 -0.013 -2.435  -1.129
27 C 2.864 0.569 -2.492  -0.056
28 C 0.678 2.799 -0.524  -0.924
29 C -0.720 2.175 -0.359  -0.726
30 H 0.375 -1.729 -1.249  0.571
31 H -1.690 -2.994 -1.596  0.530
32 H -2.032 -1.305 -1.979  0.459
33 H -2.974 -0.993 0.317  0.016
34 H -3.844 -2.249 -0.582  0.418
35 H -2.526 -4.013 0.532  0.328
36 H -3.271 -2.993 1.781  0.478
37 H -3.893 -0.231 2.491  0.563
38 H -1.201 2.547 3.959  0.439
39 H -0.012 0.230 3.922  0.218
40 H 0.086 -3.569 0.230  0.440
41 H 0.686 -2.230 1.241  0.585
42 H -1.546 0.870 -2.794  0.271
43 H -0.111 -0.166 -2.615  0.551
44 H 0.845 1.736 -3.687  0.498
45 H -0.273 2.854 -2.912  0.398
46 H 3.303 2.971 -0.157  0.515
47 H 5.495 1.912 -0.030  0.407
48 H 4.355 -0.843 -3.082  0.398
49 H 2.153 0.164 -3.194  0.303
50 H 1.286 2.524 0.338  0.543
51 H 0.597 3.893 -0.570  0.294
52 H -1.479 2.735 -0.909  0.419
53 H -1.000 2.142 0.695  0.112

## Properties
charge	0
E	-2096.306148	Ha
HOMO level	-0.294	Ha
frontier orbital gap	8.3649	eV
SMILES string	O=C([C@@H]1CCCN(S(=O)(=O)c2cnc[nH]2)C1)N1CCN(c2ccc(Cl)cc2)CC1



3.
C19H24F3NO5 | the ωB97M-V functional and the def2-TZVPD basis

Last column: Mulliken charge in e.
Cartesian coordinates (Å):
1 C -3.210 4.806 2.488  -0.917
2 C -2.932 3.196 2.679  0.418
3 C -3.923 2.160 3.513  -0.520
4 C -3.546 0.544 3.637  -0.633
5 C -2.211 -0.079 2.916  0.303
6 C -1.912 -1.706 3.104  0.243
7 C -0.345 -1.968 3.508  -0.959
8 C -2.447 -2.613 1.835  -0.828
9 C -1.203 0.919 2.030  0.129
10 O 0.010 0.409 1.311  -0.291
11 C -0.341 0.335 -0.146  -0.290
12 O 0.813 0.044 -1.010  -0.079
13 C 0.981 -1.396 -1.258  -0.062
14 O 0.341 -2.380 -0.567  -0.551
15 N 1.875 -1.848 -2.390  0.189
16 C 3.323 -1.995 -1.983  -0.655
17 C 3.926 -0.769 -1.079  0.003
18 C 5.593 -0.806 -0.941  0.233
19 O 6.175 -0.677 0.275  -0.499
20 O 6.510 -0.932 -2.089  -0.454
21 C 1.692 -1.038 -3.653  -0.424
22 C 0.119 -0.878 -4.119  -0.464
23 C -0.472 0.647 -4.033  0.371
24 F -1.974 0.778 -3.948  -0.324
25 C 0.305 1.914 -4.073  0.201
26 F 1.358 2.332 -3.119  -0.180
27 F -0.044 2.895 -5.160  -0.252
28 C -1.606 2.541 1.971  -0.308
29 H -2.347 5.502 2.863  0.266
30 H -4.226 5.159 2.954  0.288
31 H -3.306 4.981 1.311  0.252
32 H -4.896 2.538 4.050  0.231
33 H -4.259 -0.200 4.238  0.222
34 H -2.563 -2.040 4.041  0.344
35 H 0.028 -1.033 4.132  0.301
36 H 0.364 -2.051 2.555  0.101
37 H -0.184 -2.912 4.219  0.333
38 H -3.616 -2.490 1.634  0.257
39 H -2.198 -3.746 2.082  0.311
40 H -1.884 -2.355 0.834  0.098
41 H -1.281 -0.344 -0.340  0.284
42 H -0.685 1.445 -0.421  0.264
43 H 3.457 -2.983 -1.355  0.317
44 H 3.977 -2.027 -2.981  0.367
45 H 3.601 0.297 -1.444  0.207
46 H 3.539 -0.933 0.034  0.238
47 H 6.596 -0.025 -2.522  0.348
48 H 2.219 -1.663 -4.524  0.365
49 H 2.284 -0.001 -3.638  0.297
50 H 0.020 -1.211 -5.261  0.358
51 H -0.621 -1.608 -3.533  0.246
52 H -0.875 3.265 1.371  0.299

## Properties
charge	0
E	-1468.213534	Ha
HOMO level	-0.306	Ha
frontier orbital gap	6.9615	eV
SMILES string	Cc1ccc(C(C)C)c(OCOC(=O)N(CCC(=O)O)CCC(F)=C(F)F)c1



4.
C19H24FN3O5S | the ωB97M-V functional and the def2-TZVPD basis

Last column: Mulliken charge in e.
Cartesian coordinates (Å):
1 C -1.420 -3.243 1.174  -0.750
2 C -2.685 -2.439 0.914  -0.410
3 O -2.449 -1.042 1.101  -0.211
4 C -2.397 -0.593 2.357  0.033
5 O -2.689 -1.251 3.327  -0.614
6 C -2.018 0.828 2.403  0.713
7 C -2.531 1.748 3.295  -0.246
8 C -3.516 1.577 4.392  -1.448
9 N -1.985 2.958 2.994  0.141
10 C -1.111 2.850 1.956  -0.577
11 C -0.366 4.012 1.416  -1.368
12 C -1.112 1.534 1.556  0.528
13 S 0.014 0.946 0.326  1.666
14 O 0.101 -0.494 0.331  -0.504
15 O 1.257 1.648 0.473  -0.831
16 N -0.691 1.518 -1.078  0.051
17 C -1.914 0.861 -1.476  -0.725
18 C 0.194 1.935 -2.139  -0.756
19 C 0.742 0.830 -3.051  0.705
20 O 1.027 1.053 -4.211  -0.704
21 N 0.867 -0.373 -2.463  0.526
22 C 1.543 -1.483 -3.102  -1.255
23 C 2.882 -1.749 -2.460  0.527
24 C 2.959 -1.981 -1.090  0.079
25 C 4.180 -2.211 -0.483  -0.834
26 C 5.322 -2.212 -1.264  0.389
27 F 6.518 -2.444 -0.679  -0.333
28 C 5.275 -1.983 -2.626  -0.636
29 C 4.045 -1.747 -3.216  -0.451
30 H -1.201 -3.259 2.239  0.321
31 H -1.547 -4.262 0.820  0.438
32 H -0.589 -2.772 0.656  -0.085
33 H -3.004 -2.527 -0.126  0.365
34 H -3.494 -2.756 1.582  0.331
35 H -3.117 1.971 5.326  0.368
36 H -3.725 0.520 4.521  0.321
37 H -4.444 2.102 4.168  0.331
38 H -2.185 3.815 3.488  0.215
39 H -0.912 4.466 0.589  0.238
40 H 0.596 3.672 1.043  0.328
41 H -0.214 4.764 2.187  0.455
42 H -2.394 0.480 -0.579  0.275
43 H -2.568 1.586 -1.963  0.272
44 H -1.733 0.027 -2.161  0.278
45 H 1.052 2.412 -1.659  0.276
46 H -0.314 2.674 -2.766  0.414
47 H 0.684 -0.474 -1.473  -0.174
48 H 1.665 -1.221 -4.156  0.530
49 H 0.908 -2.373 -3.022  0.242
50 H 2.064 -1.969 -0.486  0.303
51 H 4.254 -2.387 0.578  0.460
52 H 6.185 -1.985 -3.203  0.426
53 H 3.993 -1.556 -4.278  0.367

## Properties
charge	0
E	-1776.967757	Ha
HOMO level	-0.324	Ha
frontier orbital gap	9.2219	eV
SMILES string	CCOC(=O)c1c(C)[nH]c(C)c1S(=O)(=O)N(C)CC(=O)NCc1ccc(F)cc1